ORCA calculation (ωB97M-V/def2-TZVPD) on a structure of composition C11H18N3O6PPt in a non-equilibrium geometry.

Cartesian coordinates (Å):
O (-4.1176, 0.0146, -0.7962)
C (-3.8486, 0.9556, -1.3907)
Pt (0.9559, 0.5752, -0.0491)
O (0.1438, 3.2458, -1.4367)
C (0.4334, 2.2428, -0.9396)
C (2.6181, -0.1503, 0.6781)
O (3.6304, -0.5533, 1.0672)
C (0.9411, -0.5102, -1.6774)
O (0.8759, -1.1621, -2.6292)
C (0.1323, 1.0468, 1.6627)
O (-0.4626, 1.2642, 2.6360)
C (-2.1865, -2.7284, 3.5193)
N (-1.0265, -2.4785, 2.6766)
C (0.1570, -2.0783, 3.4481)
P (-0.7437, -3.2800, 1.2258)
O (0.4807, -2.7095, 0.5936)
N (-0.5186, -4.9108, 1.5634)
C (0.7258, -5.5818, 1.2283)
C (-1.6149, -5.8051, 1.8650)
N (-2.0578, -3.1308, 0.2103)
C (-1.8177, -3.3217, -1.2172)
C (-3.4709, -3.1207, 0.5538)
H (-2.0902, -2.0853, 4.4030)
H (-2.2504, -3.7687, 3.8819)
H (-3.1222, -2.4607, 3.0143)
H (0.5275, -2.8981, 4.0867)
H (0.9555, -1.7533, 2.7695)
H (-0.1333, -1.2409, 4.0965)
H (1.5313, -4.8516, 1.1074)
H (0.9940, -6.2725, 2.0393)
H (0.6387, -6.1674, 0.2993)
H (-1.2196, -6.6646, 2.4218)
H (-2.3714, -5.3209, 2.4929)
H (-2.1057, -6.1819, 0.9527)
H (-0.7762, -3.1145, -1.4762)
H (-2.0742, -4.3446, -1.5357)
H (-2.4527, -2.6259, -1.7795)
H (-3.7811, -4.0134, 1.1223)
H (-3.7502, -2.2069, 1.0993)
H (-4.0351, -3.1160, -0.3906)

Results
- ΔE to the lowest compared entry with this formula, charge and spin: 0.0 kcal per mole
- HOMO energy (spin up / spin down): -15.2711 / -15.9394 eV
- Kohn-Sham gap (spin up / spin down): 0.3277 / 0.2174 hartree
- Spin multiplicity: 3
- Charge: +2

Table of Löwdin atomic charges, one value per atom, all in e: O -0.01; C 0.03; Pt 1.11; O 0.19; C -0.21; C -0.22; O 0.19; C -0.23; O 0.18; C -0.22; O 0.17; C -0.07; N -0.24; C -0.08; P 0.56; O -0.31; N -0.17; C -0.03; C -0.04; N -0.24; C -0.07; C -0.08; H 0.10; H 0.09; H 0.08; H 0.11; H 0.06; H 0.10; H 0.09; H 0.12; H 0.13; H 0.12; H 0.08; H 0.13; H 0.07; H 0.11; H 0.10; H 0.09; H 0.09; H 0.10